1.
Below is the molecule C3H2N4O in a non-equilibrium geometry, with properties calculated with ωB97M-V/def2-TZVPD.

## Properties
electronic energy	-11148.1043	eV
energy relative to the best compared isomer or geometry (same formula, charge and spin)	26.9	kcal/mol
HOMO-LUMO gap	10.397	eV
F_max	6.4	eV/Å
SMILES	c1nc2[nH]nnc2o1
E_LUMO	0.5	eV

Atoms and positions in Å:
C1 -1.89 -0.07 -0.09
C2 0.14 0.48 0.04
C3 0.10 -0.82 -0.01
H1 -2.94 -0.33 0.28
H2 1.85 1.77 0.23
N1 -1.15 1.01 -0.11
N2 1.43 0.79 -0.12
N3 2.19 -0.28 -0.09
N4 1.41 -1.31 -0.03
O1 -1.14 -1.24 -0.10

***

2.
Below is the molecule C3H2N4O in a non-equilibrium geometry, with properties calculated with ωB97M-V/def2-TZVPD.

## Properties
electronic energy	-11145.3312	eV
energy relative to the best compared isomer or geometry (same formula, charge and spin)	90.9	kcal/mol
HOMO-LUMO gap	8.843	eV
F_max	6.7	eV/Å
SMILES	O=c1cnnncn1
E_LUMO	-1.5	eV

Atoms and positions in Å:
C1 1.11 0.08 -0.30
C2 0.35 1.29 0.20
C3 -0.52 -1.31 0.34
H1 0.90 2.28 0.55
H2 -0.88 -1.80 1.29
N1 -0.96 1.16 0.09
N2 -1.58 0.33 -0.90
N3 -1.27 -0.96 -0.85
N4 0.69 -0.83 0.54
O1 2.15 -0.24 -0.96